[1]
33
Properties=species:S:1:pos:R:3:forces:R:3 method="wB97M-V/def2-TZVPD" largest_force_ha_per_bohr=0.02289 total_energy_ha=-561.2322 relative_energy_kj_mol=39.8 spin_multiplicity=2 total_charge=+1 s2=0.774
C 0.857 -1.696 -2.609 -0.80 0.43 0.26
C 1.308 -3.149 -2.592 0.54 -0.69 -0.59
C 1.805 -0.649 -2.004 -0.68 -0.70 0.10
H 0.606 -1.416 -3.630 0.18 0.08 -0.18
H -0.110 -1.563 -2.111 0.01 -0.41 0.21
H 2.260 -3.342 -2.094 -0.06 0.36 0.35
H 1.212 0.092 -1.469 0.12 0.50 -0.50
H 2.370 -1.106 -1.199 0.61 -0.12 -0.12
H 1.516 -3.482 -3.612 -0.16 -0.03 -0.02
H 0.594 -3.870 -2.188 -0.13 0.28 0.06
H 2.413 -0.238 -2.801 0.40 0.32 0.37
C -2.247 -0.945 -0.201 0.16 0.68 -0.17
C -3.495 -0.841 0.689 -0.37 -0.56 -0.10
C -1.367 0.255 -0.059 -0.07 -0.87 0.26
C -1.458 1.521 -0.700 -0.44 -0.09 -0.69
C -0.239 0.318 0.786 0.07 0.76 0.51
C 0.322 1.596 0.622 0.06 0.69 -0.15
C 0.265 -0.472 1.844 -0.99 -0.28 -0.58
C 1.414 2.059 1.291 0.33 0.07 0.52
C 1.357 -0.033 2.538 0.83 0.41 0.48
C 1.978 1.182 2.232 0.03 -0.25 -0.43
N -0.481 2.303 -0.301 0.33 -0.08 0.12
H -1.608 -1.791 0.057 -0.31 -0.19 -0.06
H -2.576 -1.035 -1.241 0.19 -0.17 0.09
H -3.931 -1.843 0.818 0.10 0.29 -0.09
H -2.155 1.836 -1.468 -0.01 -0.04 0.20
H -0.312 3.244 -0.623 0.02 -0.01 -0.03
H -0.299 -1.354 2.111 0.30 -0.29 0.11
H 1.798 3.066 1.189 0.05 -0.08 -0.25
H 1.782 -0.560 3.381 -0.18 -0.41 -0.13
H 2.936 1.405 2.694 -0.35 0.24 0.14
H -4.258 -0.223 0.203 0.20 0.02 0.26
H -3.272 -0.462 1.683 0.02 0.13 0.01

=====

[2]
18
Properties=species:S:1:pos:R:3:forces:R:3 method="wB97M-V/def2-TZVPD" smiles="CCN(C=O)CC" largest_force_ha_per_bohr=0.07633 total_energy_ha=-327.0288 relative_energy_kj_mol=269.1
C 0.373 -0.337 1.428 1.71 -0.15 1.40
N 0.142 -0.198 0.070 -1.75 2.79 0.49
C -1.201 0.479 -0.124 0.01 -2.62 -2.92
C -2.264 -0.189 0.727 -0.81 -0.22 0.53
C 1.189 0.656 -0.510 0.81 -2.55 -1.90
C 1.895 -0.375 -1.427 -0.08 -1.94 2.24
O 0.582 -1.418 1.890 -0.19 -0.54 0.81
H 0.550 0.569 2.097 -0.53 -0.30 -0.69
H -1.183 1.567 -0.053 0.10 -0.08 -0.10
H -1.315 0.052 -1.223 -0.49 1.87 1.79
H -1.873 -1.140 1.110 -0.04 0.46 0.46
H -2.704 0.472 1.502 0.71 -0.51 -0.04
H -3.146 -0.544 0.198 0.00 0.33 -0.64
H 1.869 1.114 0.174 0.37 0.23 0.87
H 0.826 1.407 -1.172 -0.79 0.81 -0.14
H 2.060 -1.349 -0.789 -1.08 1.46 -1.30
H 2.918 -0.215 -1.576 1.47 1.14 -1.18
H 1.283 -0.552 -2.323 0.54 -0.18 0.34

=====

[3]
10
Properties=species:S:1:pos:R:3:forces:R:3 method="wB97M-V/def2-TZVPD" largest_force_ha_per_bohr=0.06910 total_energy_ha=-589.3619 relative_energy_kj_mol=342.2
C 0.230 0.960 0.917 -0.25 -0.31 3.41
C 0.251 -1.382 -0.624 0.37 0.97 0.47
C -0.487 1.047 -0.254 -0.03 0.08 -3.55
O 1.330 1.395 1.165 0.75 0.13 -0.42
F 0.185 1.658 -1.239 -0.29 0.03 -0.34
I -0.845 -2.418 0.736 -0.33 -0.52 0.45
H -0.375 0.504 1.719 0.05 -0.26 0.17
H -0.050 -1.602 -1.627 -0.08 0.26 -0.45
H 1.333 -1.351 -0.411 -0.72 0.31 -0.11
H -1.571 1.191 -0.382 0.54 -0.69 0.38

=====

[4]
21
Properties=species:S:1:pos:R:3:forces:R:3 method="wB97M-V/def2-TZVPD" smiles=CC(C)CC1CC1 largest_force_ha_per_bohr=0.00390 total_energy_ha=-275.0865 relative_energy_kj_mol=78.0
C 0.534 -1.652 -0.672 -0.01 -0.04 0.03
C 0.714 -0.177 -1.040 0.04 0.01 0.01
C 0.474 0.037 -2.535 0.00 0.02 -0.06
C -0.197 0.748 -0.217 -0.05 0.03 0.00
C -0.191 0.465 1.270 0.13 -0.02 -0.05
C -1.202 1.113 2.172 -0.04 0.18 0.07
C -1.290 -0.359 1.882 -0.06 -0.19 0.01
H -0.526 -1.934 -0.697 0.13 0.04 -0.04
H 1.071 -2.298 -1.376 -0.05 0.10 0.10
H 0.908 -1.865 0.335 -0.09 0.02 -0.13
H 1.756 0.102 -0.820 -0.13 -0.04 -0.02
H 1.221 -0.493 -3.138 -0.11 0.07 0.09
H -0.516 -0.342 -2.822 0.12 0.07 0.05
H 0.516 1.099 -2.803 0.01 -0.14 0.05
H 0.105 1.790 -0.401 -0.04 -0.14 0.02
H -1.230 0.659 -0.589 0.12 -0.01 0.06
H 0.801 0.328 1.701 -0.15 0.03 -0.05
H -0.883 1.420 3.164 -0.05 -0.05 -0.17
H -1.942 1.769 1.718 0.12 -0.12 0.04
H -2.088 -0.692 1.221 0.15 0.06 0.09
H -1.048 -1.062 2.674 -0.01 0.14 -0.11